Entry 1:
Computed, not measured: a 2-piece molecular cluster, C5H11NO overall at a distorted geometry, with ωB97M-V with the def2-TZVPD basis set.

XYZ file:
```
18
Properties=species:S:1:pos:R:3
C -0.39 0.22 -1.39
O 0.89 -1.39 -3.05
C 0.35 -0.38 -0.36
C 0.47 0.45 1.08
C -0.83 1.12 1.47
C -1.59 0.65 2.45
N 1.67 -1.02 -0.51
H -1.40 -0.12 -1.58
H 0.17 0.88 -2.07
H 0.15 -0.86 -2.70
H -0.18 -1.29 0.06
H 0.76 -0.20 1.89
H 1.22 1.20 0.81
H -1.25 1.78 0.73
H -2.53 1.14 2.75
H -1.34 -0.28 2.95
H 1.49 -1.51 -1.53
H 2.33 -0.40 -1.01
```

Its charge is 0.



Entry 2:
Computed, not measured: C5H11NO as an isolated structure at a distorted geometry, with ωB97M-V with the def2-TZVPD basis set.

XYZ file:
```
18
Properties=species:S:1:pos:R:3
C -0.28 0.13 0.81
C 1.45 0.19 -1.83
C -1.57 -0.46 1.32
C -0.34 1.34 0.01
C 0.36 -1.24 -0.42
O 0.68 0.13 1.82
N 1.52 -0.71 -0.88
H 1.55 0.24 1.40
H 0.73 0.06 -2.66
H 2.38 0.63 -2.17
H -2.32 -0.51 0.53
H -1.40 -1.46 1.72
H -1.96 0.16 2.13
H 0.55 1.22 -0.88
H -0.14 2.26 0.57
H -1.23 1.44 -0.61
H -0.48 -1.32 -1.12
H 0.49 -2.08 0.25
```

Its charge is 0.



Entry 3:
Computed, not measured: a 2-piece molecular cluster, C5H11NO overall, with ωB97M-V with the def2-TZVPD basis set.

XYZ file:
```
18
Properties=species:S:1:pos:R:3
C 2.82 0.17 -0.08
N 1.52 0.51 -0.61
C 0.36 0.04 -0.10
O 0.41 -0.67 0.96
C -0.90 0.22 -0.72
C -1.28 -1.57 0.71
C -1.94 1.06 -0.02
H 3.18 0.89 0.66
H 3.55 0.11 -0.90
H 2.74 -0.80 0.41
H 1.46 1.22 -1.32
H -0.87 0.37 -1.80
H -1.12 -1.84 1.75
H -0.97 -2.34 0.01
H -2.30 -1.22 0.55
H -2.95 0.65 -0.15
H -1.76 1.11 1.06
H -1.97 2.10 -0.39
```

Its charge is 0.



Taking the records one at a time from the top gives energy above the lowest of the compared OMol25 structures with the same formula, charge and spin values of 756.1 328.0 447.3 kJ/mol.
Taking the records one at a time from the top gives orbital gap values of 0.21844 0.34756 0.28361 Eh.